(1)
Computed, not measured: a structure of composition C27H31N7OS2Ti, with wB97M-V/def2-TZVPD.

XYZ file:
```
69
Properties=species:S:1:pos:R:3:forces:R:3:mulliken_charge:R:1
Ti -0.374477 -0.318236 0.717441 -0.69 -0.19 0.52 -1.15
S -2.730950 2.366317 -1.849592 0.42 -0.31 0.16 -0.20
S 0.075643 -0.424605 -3.899531 -0.12 -0.18 0.02 -0.28
O 0.209365 -1.028630 2.413316 0.40 -0.69 1.46 -0.50
N 2.127337 1.308484 -3.648814 -0.26 0.18 0.07 0.19
N 0.441728 2.058275 -4.834443 0.18 0.18 0.04 -0.16
N 1.974150 0.259579 1.731222 0.17 0.22 0.37 -1.08
N -0.289722 -1.853430 -0.601826 0.35 -1.20 -0.95 0.75
N -1.449011 0.961884 1.711539 -1.15 1.43 1.02 1.75
N 1.517790 -0.236941 0.487618 1.21 -0.54 -0.59 0.85
N -0.886960 0.888749 -0.888270 -1.06 0.92 -1.34 1.36
C 1.046472 -2.218671 -0.691153 0.08 0.03 0.11 0.49
C 2.678671 0.161019 4.642075 -0.04 0.01 -0.05 -0.28
C 2.868046 0.580103 5.949839 0.04 0.00 0.01 -0.65
C -3.050572 -0.949196 1.885248 0.13 0.26 0.01 -1.20
C 2.950362 0.464474 -2.823860 -0.02 -0.06 0.02 -1.01
C 1.417794 0.245308 4.063523 0.01 -0.01 0.06 0.10
C -2.711133 0.510219 2.015461 -0.20 -0.07 0.23 0.37
C -2.622497 2.687465 2.536623 0.08 0.01 -0.08 -0.69
C 0.554116 1.220058 6.081764 0.01 0.03 0.05 -0.83
C 0.895422 0.999653 -4.106240 0.14 -0.02 -0.20 -0.02
C -3.461715 1.544689 2.523499 -0.08 -0.01 -0.06 -1.26
C -1.152850 3.027060 -1.681168 -0.28 -0.07 -0.16 -0.45
C -0.852166 -3.564896 -2.180113 -0.11 0.05 0.07 -0.94
C -1.175132 -2.511952 -1.362563 -0.09 -0.15 -0.20 -0.03
C -0.313799 2.099224 -1.165851 0.16 0.23 -0.10 -0.90
C 1.806731 1.108631 6.670000 0.02 0.02 0.01 -0.44
C 0.486930 -3.990677 -2.225104 0.14 0.11 0.08 -0.51
C 1.190648 -0.209170 2.670346 0.33 -0.06 -0.02 1.53
C 3.260888 -1.991367 0.587835 -0.09 0.11 -0.09 -2.05
C 2.528053 2.660569 -3.998808 0.10 -0.05 -0.07 -0.58
C 1.426103 -3.313908 -1.496171 -0.08 -0.13 -0.08 -1.18
C -0.131897 3.097879 1.934984 -0.26 -0.06 -0.05 -1.44
C 1.948965 -1.455067 0.101915 0.41 -0.06 -0.25 1.01
C 0.352805 0.777487 4.784232 -0.04 -0.07 -0.04 -0.25
C 1.266470 3.242817 -4.652463 -0.06 0.00 -0.03 -0.38
C -1.399637 2.297643 2.034716 -0.04 0.08 0.10 0.02
C -2.152612 0.883653 -1.221152 0.03 0.56 -0.40 -0.40
H -4.040604 -1.126538 2.300791 -0.03 -0.07 -0.08 0.46
H 1.482496 3.717678 -5.608883 0.01 0.05 0.05 0.33
H -2.334407 -1.559739 2.443183 -0.05 -0.08 -0.04 0.22
H -0.264583 1.657621 6.638569 -0.03 -0.03 -0.02 0.43
H 0.701158 2.463561 1.631981 0.07 0.07 0.01 0.08
H -0.232392 3.922461 1.224674 0.06 -0.01 -0.02 0.37
H 2.836025 3.218467 -3.111174 0.00 -0.01 -0.02 0.35
H 0.113550 3.529192 2.906950 0.08 -0.01 -0.01 0.40
H -0.535334 2.122120 -5.052409 -0.06 -0.14 0.03 0.27
H 3.846300 0.497942 6.406140 0.00 0.00 0.00 0.39
H 3.108081 -2.626847 1.464641 0.04 -0.01 0.00 0.25
H 0.733125 2.244977 -0.943652 0.00 -0.03 0.05 0.38
H 1.957902 1.436892 7.690525 -0.01 0.02 0.00 0.38
H 2.945134 0.806569 -1.786136 0.03 0.00 0.05 0.32
H -1.613724 -4.049088 -2.773062 -0.04 0.01 0.05 0.43
H -0.958346 4.049811 -1.955499 0.11 0.00 0.04 0.48
H 3.976504 0.461895 -3.197757 -0.02 -0.01 -0.02 0.38
H -2.816609 0.038759 -1.127405 0.06 -0.06 0.13 0.02
H -2.207623 -2.185327 -1.293878 0.01 0.02 0.02 0.19
H 0.778407 3.970852 -3.999104 0.00 0.02 -0.01 0.15
H 2.467670 -3.595344 -1.552636 0.00 -0.02 0.05 0.30
H -2.879541 3.673429 2.892815 0.03 0.01 0.01 0.54
H 3.910773 -1.167769 0.877864 0.01 -0.01 0.00 0.41
H 3.755727 -2.584644 -0.179864 0.02 -0.04 0.03 0.59
H -0.620839 0.857888 4.314297 -0.01 -0.03 0.01 0.31
H 3.372128 2.634568 -4.695059 0.01 0.02 0.03 0.35
H 0.771102 -4.835342 -2.837940 0.03 0.03 -0.04 0.42
H -3.065211 -1.297655 0.841517 -0.04 -0.09 0.02 0.08
H 2.540173 -0.542479 -2.857461 0.03 -0.03 0.02 0.21
H -4.483733 1.494759 2.867458 -0.01 -0.08 -0.01 0.52
H 3.501436 -0.239266 4.063938 0.00 0.00 -0.01 0.45
```
Forces are in eV/Å.

Properties
Energy above the lowest of the compared OMol25 structures with the same formula, charge and spin ... 61.1 kcal/mol
<S²> ... 2.01
Molar mass ... 581.6 g/mol
E ... -3151.8690 a.u.
Gap between HOMO and LUMO (alpha / beta) ... 6.2731 / 6.9434 eV
F_max ... 0.0409 hartree/bohr
2S+1 ... 3


(2)
Computed, not measured: a cluster of 7 separate species, C21H59ClN5O10 in total, with wB97M-V/def2-TZVPD.

XYZ file:
```
96
Properties=species:S:1:pos:R:3:forces:R:3:mulliken_charge:R:1
Cl -1.643355 0.599063 -0.836389 0.73 0.88 4.94 1.55
O 1.772685 1.237153 3.061831 1.26 0.24 -1.60 -0.23
O -0.780425 1.137993 -4.311119 1.96 -2.04 0.32 -0.25
O 0.838615 -4.262437 -4.417339 -1.77 -1.66 0.65 -0.22
O -0.425495 0.015423 -1.375709 -0.59 0.34 0.61 -0.33
O 4.401685 -1.027667 -3.788569 0.61 0.07 -0.60 -0.22
O -1.505025 1.985873 -0.448349 1.20 0.53 -0.60 -0.78
O -2.653975 0.553583 -1.795419 -2.23 -0.96 -2.59 -0.69
O -2.078635 -0.031387 0.449081 0.74 -0.56 -2.05 -0.61
O 0.958795 -1.089677 3.947791 0.40 -0.35 0.90 -0.18
O -6.235685 1.853783 0.809271 -0.64 1.82 1.60 -0.42
N -3.045015 2.565323 2.559441 0.40 0.32 -0.08 -0.49
N 0.225955 -1.716457 -3.746609 -1.41 -0.64 -0.61 -0.15
N -1.058265 0.800653 4.255371 0.23 -0.54 0.05 -0.50
N 2.664055 -0.584127 -1.843729 -0.48 -0.11 -0.40 -0.51
N 3.239735 0.687553 5.316371 -0.16 0.05 0.67 -0.53
C -2.835045 -0.902037 4.063041 1.00 -1.93 0.47 -1.30
C 2.647295 1.855893 -2.230029 -0.54 0.13 -1.40 -1.52
C 1.974355 -1.922917 3.456951 -0.73 0.67 -0.47 -0.67
C -0.409805 -3.755957 -4.961689 1.15 1.28 1.22 -0.89
C -1.318925 -0.639697 4.441471 -1.04 1.04 -1.93 0.43
C 0.665445 -5.654407 -4.008409 0.98 0.96 -1.88 -0.82
C 3.216835 1.246533 2.912671 -0.96 0.03 2.84 -0.61
C -2.116385 -1.998627 -4.235979 -2.94 0.48 -0.56 -1.06
C -1.609975 1.888803 -5.097819 -1.16 0.89 1.11 -0.88
C -0.890535 -2.703867 -3.949929 2.86 -0.60 0.75 0.51
C 5.195065 1.786133 4.456711 -0.17 0.50 -1.12 -1.55
C 1.138555 1.034983 1.798081 0.63 0.75 -0.20 -0.02
C 4.137935 0.315323 -3.536209 -0.70 0.57 0.08 -1.11
C -5.011955 2.506543 3.871881 -1.95 -0.86 0.32 -1.64
C 3.672155 1.668923 4.340691 0.63 -0.09 -0.69 0.28
C -0.322585 -1.442897 3.500781 -0.30 0.46 2.34 -0.81
C -5.124055 2.635823 1.341051 -0.06 -1.39 -1.44 -1.06
C -5.931205 0.780093 -0.015789 1.61 -0.02 -0.28 -0.48
C -4.401425 2.008713 2.548071 0.57 2.00 0.01 1.35
C 5.648735 -1.203787 -4.410489 -0.08 -0.63 0.00 -0.86
C 2.760215 0.455143 -2.898539 1.18 0.65 2.23 1.40
H 1.709065 1.953053 -1.683789 -0.04 -0.17 0.00 0.18
H 0.556255 -6.123437 -4.986259 -0.02 -0.92 0.11 0.35
H 3.687195 1.882793 2.162991 -0.61 0.36 -0.34 0.51
H -5.294395 1.141283 -0.823319 -0.17 -0.10 -0.59 0.18
H 3.625895 0.242923 2.796351 -0.17 -0.39 -0.46 0.23
H -1.346015 1.842183 -6.154349 0.12 0.21 0.14 0.23
H -3.183885 3.565603 2.543071 0.11 0.49 0.54 0.29
H 4.872155 0.797203 -2.890599 0.49 -0.27 0.46 0.36
H -4.844985 3.513803 4.253511 1.00 0.25 -0.77 0.34
H -2.632145 1.551393 -4.926269 -0.38 0.08 -0.57 0.31
H -0.085645 -3.268517 -5.881159 -0.39 0.19 -0.28 0.26
H 1.942495 -0.357647 -1.174279 -0.65 0.07 -0.34 -0.02
H 2.214185 -1.565037 2.455701 0.56 -0.13 -0.24 0.12
H 1.615745 -5.965237 -3.574349 -0.23 0.00 0.21 0.23
H -3.576535 -0.169837 4.382691 0.47 0.39 -0.20 0.27
H 5.594385 2.507013 3.743291 0.11 0.18 -0.11 0.39
H -0.354905 -0.999727 -3.335519 0.84 0.69 0.71 -0.26
H -2.551295 -1.575337 -3.330569 0.22 0.26 0.11 0.32
H 3.764605 0.954903 6.136821 -0.27 -0.02 0.68 0.29
H -4.330865 0.932713 2.388891 -0.26 0.00 0.46 -0.06
H 5.607985 0.817193 4.176081 0.29 -0.09 0.29 0.35
H 0.055965 1.161803 1.797861 0.20 -0.03 0.50 -0.39
H -3.160425 -1.825787 4.541501 -0.06 -0.30 0.38 0.51
H 3.188785 2.612253 4.594781 -0.06 0.08 -0.10 0.25
H -0.977645 -3.129057 -2.950069 -0.12 -0.80 -0.09 0.22
H 5.864745 -0.578757 -5.276959 -0.51 0.45 -0.23 0.33
H 6.470705 -1.014027 -3.720219 0.18 -0.21 0.28 0.32
H -4.388205 2.768923 0.548021 0.32 -0.66 -0.35 0.34
H 3.484125 -0.583437 -1.254179 0.61 0.10 -0.33 0.27
H -6.091395 2.560773 3.730631 -0.38 -0.36 -0.04 0.43
H -5.283625 0.056073 0.478701 -0.14 -0.41 0.26 0.21
H 1.619085 -2.944987 3.325591 0.16 -0.38 0.33 0.48
H 5.524715 2.109723 5.443991 -0.08 -0.25 0.09 0.42
H 3.655425 -0.209037 5.107951 -0.07 -0.33 -0.41 0.13
H -1.104645 0.914553 3.252881 0.11 0.42 -0.18 -0.37
H -2.052085 -1.185117 -4.958599 0.26 -0.08 -0.20 0.08
H -6.831005 0.291833 -0.390049 -0.04 0.27 0.15 0.30
H 5.645715 -2.230277 -4.777089 0.31 -0.07 0.22 0.24
H -2.931235 -1.194387 3.017401 -0.03 0.76 -0.32 0.21
H -5.375365 3.688963 1.466941 -0.95 -0.12 0.66 0.42
H 4.181845 0.898023 -4.456339 -0.11 0.11 -0.42 0.43
H -2.572745 2.454173 1.673601 0.22 -0.83 -0.42 0.00
H 3.457445 2.207053 -1.590929 0.27 -0.53 0.05 0.35
H -2.895765 -2.683097 -4.570889 -0.24 -0.17 -0.31 0.44
H 1.533095 1.813113 1.144661 -0.11 0.02 -0.52 0.61
H 0.293515 -1.355817 -4.687609 0.67 0.50 -0.46 0.34
H 2.026845 0.438133 -3.704749 -0.45 -0.74 0.48 -0.09
H -1.202535 -4.471067 -5.181459 0.28 -0.51 0.08 0.43
H 2.581565 2.546423 -3.070829 -0.02 0.57 0.03 0.46
H -0.348035 -1.274507 2.424161 -0.90 0.01 -0.11 0.25
H -1.248055 0.832283 -3.530439 -0.11 0.09 0.23 0.06
H -0.198755 -5.952437 -3.414729 -0.04 0.68 0.40 0.30
H -1.123705 -0.895667 5.482841 0.11 -0.24 -0.08 0.38
H 2.829205 -1.840787 4.128211 -0.02 -0.23 -0.15 0.07
H -0.455475 -2.479667 3.809901 -0.38 -0.57 -0.68 0.61
H 1.367565 0.071993 1.341671 0.08 -0.26 0.09 0.00
H -1.870005 1.322633 4.553231 -0.12 0.11 0.19 0.40
H -4.898315 1.887883 4.762071 0.42 -0.40 -0.22 0.30
H -1.520935 2.850683 -4.592879 -0.50 1.00 -1.20 0.27
```
Forces are in eV/Å.

Properties
Energy above the lowest of the compared OMol25 structures with the same formula, charge and spin ... 37.3 kcal/mol
Molar mass ... 577.2 g/mol
E ... -2321.4611 a.u.
Gap between HOMO and LUMO ... 8.5636 eV
F_max ... 0.0985 hartree/bohr
Total charge ... -1
2S+1 ... 1


(3)
Computed, not measured: a cluster of 2 separate species, C5H10O2 in total, with wB97M-V/def2-TZVPD.

XYZ file:
```
17
Properties=species:S:1:pos:R:3:forces:R:3:mulliken_charge:R:1
O 0.622536 -0.301040 -0.296264 0.12 -0.25 -0.04 -0.54
O 3.000378 -1.280109 0.547521 0.02 0.40 0.06 -0.40
C -2.502892 -0.804398 -0.279632 -0.03 -0.06 0.02 -1.16
C -0.420484 0.481483 0.297477 -0.21 0.10 0.06 0.11
C 3.585055 -0.145573 0.817342 0.19 -0.48 0.00 -0.37
C -1.712301 0.486761 -0.477688 0.02 0.06 -0.02 -0.45
C 0.787789 1.125395 -0.215134 0.08 0.26 -0.03 -0.46
H -2.812008 -0.923947 0.764901 0.05 0.02 -0.13 0.32
H -1.469105 0.621878 -1.538341 -0.03 -0.01 0.14 0.28
H 0.746722 1.627320 -1.180759 -0.03 -0.07 0.13 0.23
H 1.589537 1.431683 0.453061 -0.20 -0.01 -0.11 0.34
H 2.055999 -1.084731 0.332488 0.05 -0.03 -0.02 0.65
H -1.892540 -1.670946 -0.553700 -0.10 0.10 0.03 0.30
H -3.405240 -0.813684 -0.898309 0.12 0.00 0.09 0.34
H 4.644448 -0.449707 1.019750 -0.18 0.07 0.00 0.17
H -2.309728 1.354416 -0.170014 0.09 -0.11 -0.01 0.30
H -0.508170 0.345198 1.377304 0.04 0.01 -0.16 0.34
```
Forces are in eV/Å.

Properties
Energy above the lowest of the compared OMol25 structures with the same formula, charge and spin ... 112.2 kcal/mol
Molar mass ... 102.1 g/mol
E ... -346.8467 a.u.
Gap between HOMO and LUMO ... 9.4427 eV
F_max ... 0.0100 hartree/bohr
2S+1 ... 1


- Among the records above, which one has the lowest F_max?
  C5H10O2


- Number 1 is which compound?
  C27H31N7OS2Ti


- Among the records above, which one has the highest E?
  C5H10O2


- Among the records above, which one has the lowest molar mass?
  C5H10O2